This record from the OMol25 dataset describes an isolated molecule of C15H14BFNO6P at a distorted geometry. The level of theory is wB97M-V/def2-TZVPD.

Output
- Frontier orbital gap: 7.76 eV
- LUMO: -1.02 eV
- Electronic energy: -1552.329260 hartree
- E_HOMO: -8.775 eV
- SMILES: CP(O)c1cc(CB(O)O)c(N=C=O)c2c1C(=O)C=C(CCF)C2=O

Cartesian coordinates (Å):
C  -1.1138  -0.6025  3.7425
P  -2.4390  0.2264  2.7035
O  -2.4287  1.7804  3.2607
C  -1.7625  0.0099  0.9989
C  -1.9349  -1.2719  0.4728
C  -1.4717  -1.6425  -0.7693
C  -1.6849  -3.0742  -1.2351
B  -0.4708  -4.0008  -0.7380
O  0.1288  -4.8641  -1.6540
O  -0.0128  -4.0022  0.5703
C  -0.7852  -0.7317  -1.5745
N  -0.2858  -1.0935  -2.8775
C  0.7465  -1.7473  -2.7909
O  1.7431  -2.3730  -2.7120
C  -0.5923  0.5373  -1.0766
C  -1.0881  0.9152  0.1807
C  -0.8278  2.3479  0.5811
O  -1.6193  3.1589  0.9887
C  0.5919  2.8294  0.2693
C  1.0511  2.4677  -0.9173
C  2.4608  2.8441  -1.4001
C  3.4165  3.0040  -0.1987
F  4.7357  2.8910  -0.5741
C  0.1975  1.6058  -1.8423
O  0.1356  1.7727  -3.0296
H  -1.2799  -1.6810  3.8149
H  -0.1396  -0.4664  3.2396
H  -1.0603  -0.0988  4.7126
H  -1.5346  2.1488  3.2339
H  -2.4524  -2.0430  1.0458
H  -2.5949  -3.4758  -0.7571
H  -1.8145  -3.1624  -2.3186
H  0.9544  -4.4692  -1.9634
H  0.3962  -3.1653  0.8161
H  1.1422  3.4389  0.9810
H  2.4592  3.7221  -2.0515
H  2.8211  1.9538  -1.9413
H  3.1767  2.2961  0.6054
H  3.2366  4.0151  0.2044

Forces on the atoms, in the same order (eV/Å):
C 0.7 0.7 -1.2
P -1.5 -0.8 0.9
O 1.0 -0.7 -0.5
C 0.6 0.5 0.0
C -0.2 0.0 0.6
C -0.3 -1.2 -0.9
C 0.1 -0.1 0.4
B 0.1 -0.5 -0.5
O -0.4 0.6 0.2
O 0.3 0.3 -0.5
C -0.5 0.4 0.3
N 0.9 -0.7 0.7
C 0.9 -0.5 -0.2
O -1.4 0.8 -0.3
C 0.4 1.2 -0.4
C -0.2 0.3 0.3
C 1.4 0.8 -0.5
O -0.4 -0.5 0.3
C -1.1 -1.0 0.2
C 1.3 0.4 -0.9
C -0.1 -1.3 0.5
C -1.2 1.1 0.0
F -0.1 -0.1 -0.1
C -0.3 -0.1 1.1
O 0.3 -0.1 0.0
H -0.2 0.3 0.2
H -0.1 -0.1 0.3
H -0.2 -0.3 -0.1
H -0.2 0.4 0.1
H 0.0 0.3 0.0
H 0.2 0.2 -0.1
H 0.1 0.1 0.2
H 0.2 -0.4 0.0
H -0.4 0.0 0.4
H -0.3 0.1 -0.1
H 0.1 -0.2 0.0
H 0.0 0.5 -0.3
H 0.3 -0.1 -0.3
H 0.5 -0.2 0.1

Löwdin population analysis, charges in e, atoms 1 to 6: atom 1 (C): -0.26, atom 2 (P): 0.90, atom 3 (O): -0.32, atom 4 (C): -0.29, atom 5 (C): -0.05, atom 6 (C): -0.17

---

This record from the OMol25 dataset describes an isolated molecule of C5H15N3 at a distorted geometry. The level of theory is wB97M-V/def2-TZVPD.

Output
- ΔE to the lowest compared entry with this formula, charge and spin: 323.94 kJ/mol
- Frontier orbital gap: 9.57 eV
- LUMO: 1.00 eV
- Electronic energy: -363.663717 hartree
- E_HOMO: -8.567 eV
- SMILES: C[C@@H](CN)NCCN

Cartesian coordinates (Å):
C  2.3478  0.8194  1.0235
C  1.3982  0.0300  0.1616
C  1.6294  -1.4871  0.3417
N  0.5499  -2.4465  0.7147
N  -0.0093  0.2600  0.4257
C  -0.8831  0.9420  -0.6471
C  -2.3264  0.7206  -0.3243
N  -2.9913  0.8491  -1.6231
H  3.4324  0.6980  0.8401
H  2.2607  0.6132  2.1390
H  2.1604  1.9222  0.5981
H  1.6526  0.3223  -0.9696
H  2.1564  -1.9253  -0.5331
H  2.3768  -1.8266  1.1055
H  0.3450  -2.9051  -0.2848
H  -0.3221  -1.9633  0.9661
H  -0.1883  0.4731  1.4840
H  -0.6581  0.6659  -1.6116
H  -0.7790  2.1173  -0.7719
H  -2.6899  1.4436  0.4314
H  -2.5498  -0.3551  0.0323
H  -3.0430  -0.1335  -1.9144
H  -3.8693  1.1658  -1.5839

Forces on the atoms, in the same order (eV/Å):
C 0.4 2.7 -0.3
C 0.3 -1.0 -1.7
C 2.0 -2.5 0.7
N -1.0 -0.8 -4.0
N -1.2 1.7 0.5
C 1.2 2.5 4.4
C -1.0 -1.3 0.2
N 3.4 -2.2 -0.4
H -0.6 -0.5 -0.3
H -0.5 0.7 -1.3
H 0.3 -1.8 2.0
H -0.8 -0.7 2.3
H -0.6 0.5 0.0
H -0.1 1.6 -0.1
H -0.1 1.0 3.1
H 0.5 0.0 -0.3
H 0.2 0.0 -3.0
H 0.7 -1.6 -1.9
H 0.2 -1.9 0.7
H 0.1 -0.4 -0.4
H 0.7 1.6 0.1
H -0.2 0.8 -0.6
H -4.1 1.5 0.4

Löwdin population analysis, charges in e, atoms 1 to 6: atom 1 (C): -0.11, atom 2 (C): -0.47, atom 3 (C): -0.28, atom 4 (N): -0.05, atom 5 (N): -0.07, atom 6 (C): -0.22

---

This record from the OMol25 dataset describes a cluster of 2 separate species, C5H10O2 in total. The level of theory is wB97M-V/def2-TZVPD.

Output
- ΔE to the lowest compared entry with this formula, charge and spin: 288.42 kJ/mol
- Frontier orbital gap: 9.64 eV
- LUMO: 0.94 eV
- Electronic energy: -346.915581 hartree
- E_HOMO: -8.701 eV
- SMILES: C/C=C/OC.C=O

Cartesian coordinates (Å):
C  -0.5131  -2.6449  0.6047
C  -0.1666  -1.1903  0.5206
C  0.4710  -0.5968  -0.4846
O  0.8210  0.7313  -0.4092
C  0.8784  1.4109  -1.6462
H  -0.0381  -3.1024  1.4818
H  -1.5941  -2.7760  0.7356
H  -0.2003  -3.2009  -0.2838
H  -0.4765  -0.5800  1.3633
H  0.7840  -1.1106  -1.3978
H  -0.0281  1.2503  -2.2439
H  0.9681  2.4780  -1.4204
H  1.7568  1.0960  -2.2234
C  -0.6589  2.0578  1.3494
O  -1.6766  1.4612  1.5882
H  0.3021  1.8163  1.8384
H  -0.6292  2.8999  0.6275

Forces on the atoms, in the same order (eV/Å):
C 0.0 -0.1 0.0
C 0.1 0.1 -0.1
C -0.1 -0.2 0.2
O -0.1 -0.1 0.1
C 0.1 0.1 -0.2
H 0.0 0.1 -0.2
H 0.2 0.0 -0.1
H 0.0 0.1 0.1
H 0.1 0.0 -0.1
H 0.0 0.1 0.2
H 0.1 0.0 0.1
H 0.0 -0.2 -0.1
H -0.1 0.0 0.0
C -0.2 0.0 0.1
O 0.3 0.3 -0.1
H -0.2 0.0 0.0
H 0.0 -0.1 0.1

Löwdin population analysis, charges in e, atoms 1 to 6: atom 1 (C): -0.10, atom 2 (C): -0.13, atom 3 (C): -0.17, atom 4 (O): -0.20, atom 5 (C): -0.10, atom 6 (H): 0.07